Density functional theory data (ωB97M-V with the def2-TZVPD basis set) for an isolated ion of composition C3H7N2 and charge +1 in a non-equilibrium geometry.

```
12
Properties=species:S:1:pos:R:3:forces:R:3
C 0.04519 -0.67442 -1.08992 1.17 2.40 1.03
C 0.76097 0.07136 0.08411 0.02 -0.06 -1.73
C -0.06833 0.59268 1.20899 -3.19 -0.85 0.33
N 1.61103 -1.32177 0.65468 0.15 0.22 -0.07
N 1.91992 -2.35956 0.78130 0.08 0.35 0.18
H -0.46980 -1.50277 -0.71819 -1.57 -0.89 0.60
H 0.78280 -1.07815 -1.72026 0.96 -0.20 -1.21
H -0.53695 0.10030 -1.61142 -0.07 -0.53 0.17
H 1.60348 0.78430 -0.24909 -1.09 -1.51 0.62
H -1.20080 0.87646 0.84952 2.81 -1.07 0.59
H -0.17668 -0.11892 2.09942 0.11 1.02 -1.35
H 0.33620 1.51017 1.51762 0.60 1.11 0.84
```
Positions in Å, forces in eV/Å.

HOMO level   -0.6490 hartree
Electronic energy   -6195.7183 eV
SMILES   CC(C)[N+]#N
Spin multiplicity   1
Max |F|   0.064 hartree/bohr
Total charge   +1
Frontier orbital gap   12.271 eV

---

Density functional theory data (ωB97M-V with the def2-TZVPD basis set) for a 15-piece molecular cluster, C42H121N7O22 overall in a non-equilibrium geometry.

```
192
Properties=species:S:1:pos:R:3:forces:R:3
C 6.61474 -16.83141 3.96785 -1.14 0.89 -0.85
O 5.69262 -15.73444 3.58136 2.30 -0.96 1.17
C 4.54034 -16.20779 2.95306 -0.82 1.29 -0.28
C 3.84207 -14.88809 2.43836 0.49 -0.89 0.55
N 3.68591 -13.88390 3.49975 1.50 -0.77 -0.80
C 3.15290 -12.66246 2.96134 -2.26 -0.74 0.40
C 3.98102 -11.70741 2.20583 0.99 1.77 1.06
O 4.60325 -10.89369 3.25074 1.01 -0.37 -0.65
C 5.51789 -9.86274 2.79411 -1.00 -1.75 -0.66
H 6.92056 -17.34786 3.05798 -0.01 -0.14 -0.10
H 6.10853 -17.54104 4.62226 -0.10 0.04 0.09
H 7.52151 -16.46795 4.45134 -0.38 0.48 0.01
H 3.96575 -16.79910 3.66604 -0.37 -0.09 -0.09
H 4.84145 -16.79464 2.08528 -0.31 -0.36 -0.18
H 2.85910 -14.95761 1.97250 -0.03 -0.81 0.05
H 4.53143 -14.62095 1.63741 0.14 0.65 -0.24
H 4.62644 -13.66546 3.79603 0.24 -0.17 0.66
H 2.70970 -12.17025 3.82701 -0.16 0.53 -0.28
H 2.34188 -12.99079 2.31131 -0.41 0.25 -0.05
H 3.37497 -11.01463 1.62200 -0.26 -0.16 -0.29
H 4.69071 -12.20047 1.54152 0.40 0.06 0.05
H 4.89404 -8.97647 2.67823 0.74 0.50 0.29
H 5.91029 -10.15410 1.81984 -0.08 0.13 -0.34
H 6.41080 -9.86805 3.41924 -0.48 0.62 0.48
C -6.40092 3.15746 4.29448 0.58 0.14 1.57
O -6.12791 3.62515 5.63451 -1.75 0.27 -0.71
C -4.78630 3.73349 5.96228 0.48 -0.27 0.95
C -4.70118 4.12871 7.43835 -0.45 0.50 -0.40
N -4.87873 5.58119 7.63420 1.18 -0.38 1.40
C -4.55179 5.94159 9.06208 0.67 -0.27 -1.91
C -4.42383 7.43958 9.25515 -0.04 0.77 1.67
O -3.32664 8.09306 8.60803 -0.42 -0.58 0.06
C -2.92632 9.28812 9.25303 0.54 0.44 -0.67
H -5.89399 3.81907 3.59205 0.01 -0.26 -0.32
H -7.47801 3.15022 4.12744 0.12 0.21 0.16
H -6.04417 2.12749 4.29321 0.16 -0.09 -0.71
H -4.27876 4.46224 5.33027 0.21 0.09 -0.09
H -4.30845 2.75701 5.88319 0.28 -0.25 -0.33
H -3.77745 3.78409 7.90317 0.47 0.48 -0.39
H -5.42523 3.51392 7.97305 -0.60 0.00 0.05
H -5.80717 5.89875 7.39490 -0.18 -0.23 0.00
H -3.58530 5.49063 9.28714 0.28 0.08 -0.24
H -5.20747 5.40711 9.74947 -0.54 0.64 0.37
H -4.26307 7.68207 10.30561 0.03 -0.69 0.58
H -5.37705 7.95208 9.12546 -0.20 0.17 -0.97
H -2.21064 9.73860 8.56531 -0.28 0.29 -0.17
H -2.34934 9.23790 10.17643 -0.12 -1.01 0.40
H -3.73165 9.98930 9.47187 -0.35 -0.04 -0.35
C -3.33598 -5.36221 4.93890 -1.25 1.26 0.85
O -3.77033 -5.57295 6.31595 0.90 -0.70 -0.64
C -5.18642 -5.55179 6.51611 0.52 0.61 -0.01
C -5.48089 -5.35682 7.99413 -0.14 -0.19 0.92
N -5.23668 -4.00692 8.47452 -0.49 0.53 -0.08
C -5.45709 -3.76035 9.92172 1.15 0.45 -0.58
C -4.35569 -4.31051 10.83454 0.72 0.39 0.09
O -3.13122 -3.67371 10.43687 1.20 -0.11 1.01
C -2.03547 -4.02636 11.35069 -0.42 -0.20 -1.13
H -3.56251 -4.30610 4.79253 -0.31 0.09 -0.73
H -3.87157 -5.98764 4.22470 -0.11 -0.07 0.08
H -2.27002 -5.39970 4.71436 0.12 -0.69 0.98
H -5.67005 -6.42541 6.07911 0.11 -0.44 0.27
H -5.64529 -4.70608 6.00393 0.12 0.38 -0.20
H -4.89462 -5.98529 8.66452 0.06 -1.01 -0.48
H -6.53334 -5.58517 8.16236 -0.14 -0.11 -0.05
H -4.26944 -3.80951 8.26101 0.19 0.34 0.16
H -6.47195 -3.96409 10.26328 0.06 -0.51 -0.21
H -5.33444 -2.68336 10.03640 -0.18 0.17 -0.03
H -4.20852 -5.39036 10.81552 -0.20 -0.25 -0.13
H -4.46784 -4.00070 11.87354 -0.75 -0.18 0.21
H -1.14150 -3.42159 11.19849 -0.40 0.40 -0.50
H -1.71977 -5.04479 11.12434 -0.13 -0.24 0.20
H -2.26296 -3.93473 12.41274 -0.57 0.00 -0.01
C 3.48670 14.20561 -9.70138 0.90 -0.38 0.19
O 2.94350 13.43633 -8.65426 -0.75 -0.57 -0.54
C 3.42279 13.65767 -7.36690 0.20 -0.27 1.32
C 2.61603 12.86012 -6.33339 -0.36 1.06 -0.18
N 1.21156 13.26753 -6.25387 0.55 -0.82 0.44
C 0.47393 12.31606 -5.41215 -1.55 0.14 0.20
C -0.89422 11.84011 -5.89785 0.21 -1.16 -1.26
O -0.79864 11.26251 -7.19772 0.05 -0.15 -0.16
C -1.99360 10.68525 -7.71386 0.73 0.70 -0.05
H 4.52659 13.94126 -9.89333 0.37 -0.22 0.18
H 3.51984 15.27028 -9.47009 -0.53 0.20 -0.10
H 2.98388 13.94640 -10.63309 -0.43 0.34 0.28
H 3.47654 14.73038 -7.18113 -0.07 0.15 0.31
H 4.38345 13.19160 -7.14776 0.84 0.37 -0.79
H 3.02815 12.97087 -5.33040 0.43 0.32 -0.06
H 2.81250 11.81807 -6.58563 -0.54 -0.46 -0.20
H 0.90799 13.33475 -7.21482 -0.72 -0.39 0.05
H 0.12633 12.68331 -4.44655 0.47 1.18 0.31
H 1.06350 11.47958 -5.03691 0.33 -0.38 -0.86
H -1.69000 12.58435 -5.92881 0.19 0.52 0.23
H -1.22249 11.02500 -5.25292 -0.09 0.10 0.58
H -1.63948 10.15048 -8.59518 -0.46 -0.22 0.05
H -2.70268 11.45376 -8.02161 -0.07 0.23 -0.14
H -2.53308 10.04972 -7.01160 0.29 -0.34 0.18
C -5.23561 -5.48706 -11.89002 0.03 -0.19 -0.45
O -6.63830 -5.65466 -12.13426 0.67 0.11 -0.08
C -7.04560 -7.00133 -12.16705 -0.64 -1.24 0.15
C -6.49326 -7.87490 -13.30820 1.18 1.28 -1.14
N -6.66444 -7.28713 -14.65370 -0.52 0.50 0.06
C -8.06109 -7.13425 -15.09514 0.52 -0.97 0.98
C -8.81429 -8.46666 -15.30524 0.51 0.29 -0.63
O -8.47571 -9.07236 -16.56912 -0.05 0.74 1.30
C -9.45529 -10.00193 -16.91783 0.07 0.23 -1.80
H -4.90510 -5.92048 -10.94609 -0.27 -0.16 0.26
H -4.93744 -4.43864 -11.88931 -0.66 0.11 0.06
H -4.62486 -5.93173 -12.67574 -0.10 -0.19 -0.18
H -8.13299 -7.06671 -12.12948 -0.14 0.63 -0.25
H -6.76953 -7.50669 -11.24159 0.38 -0.09 0.29
H -6.73850 -8.93579 -13.35807 -0.54 -0.06 0.96
H -5.42140 -7.81943 -13.11811 0.25 -0.42 -0.25
H -6.14858 -7.81061 -15.34650 0.11 -0.09 0.07
H -8.10712 -6.47312 -15.96053 -0.02 -0.33 -0.21
H -8.56216 -6.59800 -14.28926 -0.18 0.05 -0.02
H -9.88037 -8.26233 -15.20610 -0.33 -0.04 -0.45
H -8.59804 -9.24669 -14.57526 0.20 0.31 0.60
H -9.64262 -10.84233 -16.24945 0.16 0.16 0.45
H -9.10762 -10.38665 -17.87658 -0.12 -0.40 0.01
H -10.36401 -9.44765 -17.15256 -0.50 -0.24 0.28
C 6.40620 6.09885 5.06126 -0.04 0.20 -0.14
O 6.81636 5.99299 3.71195 2.04 0.84 -0.23
C 7.92487 6.96134 3.41994 -0.90 -0.44 0.02
C 9.15269 6.29185 2.83802 -1.26 -0.84 -1.33
N 8.79895 5.67651 1.55332 0.85 -0.48 -1.08
C 9.94315 4.86568 0.99425 -1.25 -0.09 1.36
C 9.91438 3.49711 1.67310 -0.33 -0.47 -1.21
O 8.61173 2.91948 1.41625 0.18 -0.48 0.61
C 8.50647 1.59622 1.97709 0.18 0.83 0.51
H 5.69278 5.31989 5.33024 -0.25 0.07 -0.52
H 5.96530 7.09143 5.15344 -0.19 0.00 0.67
H 7.22053 5.95453 5.77129 0.34 0.28 -0.01
H 8.21753 7.57456 4.27223 -0.21 -0.44 0.58
H 7.55583 7.70328 2.71181 -0.24 -0.26 -0.33
H 9.48286 5.45260 3.45018 0.67 0.65 0.87
H 9.86613 7.05504 2.52713 0.44 -0.02 0.90
H 8.13275 4.93653 1.72277 -0.73 0.27 0.11
H 10.90153 5.30970 1.26342 0.03 0.30 -0.44
H 9.79280 4.73067 -0.07685 0.25 0.21 0.02
H 10.18817 3.56649 2.72586 -0.45 -0.07 0.31
H 10.65528 2.84795 1.20646 0.26 -0.17 -0.05
H 9.41723 1.06764 1.69563 -0.21 -0.49 0.16
H 7.59133 1.04720 1.75529 0.07 0.38 -1.17
H 8.37766 1.64981 3.05812 0.73 0.22 0.38
C -1.57240 2.66997 -3.79045 1.25 -0.61 -0.28
O -0.88047 2.36915 -2.58957 -0.09 -1.22 -1.46
C -0.84248 3.38093 -1.66285 -0.05 -0.04 1.33
C -0.46607 2.72403 -0.30790 -0.19 0.85 -0.74
N 0.95260 2.34098 -0.31270 -0.47 -0.22 0.71
C 1.41645 1.82923 0.96229 0.49 -1.29 1.89
C 0.81385 0.47448 1.50774 -1.46 0.14 0.20
O 1.11619 0.22723 2.89473 1.42 0.32 -0.57
C 0.39625 -0.79422 3.54941 -0.12 0.08 -0.11
H -1.28992 1.88621 -4.49330 -0.41 -0.39 0.12
H -1.13596 3.53086 -4.29691 -0.41 0.66 0.32
H -2.65405 2.69612 -3.65839 -0.01 0.29 0.02
H -1.81781 3.86758 -1.66057 -0.28 0.16 0.56
H -0.11078 4.14690 -1.91975 0.30 0.11 -0.03
H -1.11182 1.86962 -0.10522 -0.29 -0.04 -0.20
H -0.69581 3.46935 0.45356 0.46 0.01 0.29
H 1.04453 1.56859 -0.95695 0.08 0.05 -0.52
H 1.34399 2.52625 1.79717 -0.45 0.47 -0.27
H 2.48719 1.62638 0.94101 0.18 0.14 -0.48
H 1.05382 -0.33234 0.81525 0.73 -0.43 0.23
H -0.27543 0.44563 1.48022 -0.43 0.58 -0.28
H 0.77672 -0.99848 4.55022 0.37 0.72 0.05
H 0.48764 -1.77910 3.09141 -0.30 0.04 -0.65
H -0.63438 -0.45961 3.66741 -0.34 -0.38 -0.16
O 4.15997 4.77355 -7.80872 0.03 -0.24 -0.04
H 4.74678 5.27612 -7.24366 0.16 0.08 0.16
H 3.53249 5.41776 -8.13660 -0.23 0.17 -0.13
O -1.15321 7.49463 5.77511 0.28 0.02 -0.28
H -1.07806 7.94541 6.61616 -0.08 0.07 0.23
H -1.92487 6.93630 5.87019 -0.29 -0.11 0.11
O 3.59235 -8.46461 7.98295 0.18 0.00 0.18
H 3.72746 -8.65232 7.05411 0.07 -0.10 -0.24
H 2.70512 -8.10835 8.02921 -0.28 0.08 0.06
O -1.21172 -8.15879 7.86139 0.25 0.04 0.12
H -1.58510 -9.03649 7.94181 -0.06 -0.23 0.05
H -1.74592 -7.73114 7.19207 -0.22 0.26 -0.16
O 6.74089 0.94217 -3.57321 0.09 -0.14 -0.18
H 5.84124 1.03965 -3.26118 -0.25 0.02 0.04
H 7.27113 1.40686 -2.92579 0.16 0.13 0.16
O 1.15000 7.93387 -9.45110 0.06 -0.29 0.01
H 1.55090 8.53575 -10.07820 0.13 0.15 -0.16
H 0.48736 8.45995 -9.00348 -0.15 0.15 0.19
O 3.16785 7.19873 -0.16380 -0.06 0.20 -0.18
H 2.71360 6.35865 -0.09936 -0.12 -0.24 -0.01
H 3.75468 7.21287 0.59228 0.19 0.02 0.19
O 0.13069 -1.60458 -3.62807 0.04 -0.13 0.20
H 0.54549 -1.75069 -4.47826 0.15 -0.07 -0.20
H -0.50157 -0.90367 -3.78681 -0.17 0.23 0.04
```
Positions in Å, forces in eV/Å.

HOMO level   -0.3173 hartree
Electronic energy   -100977.2901 eV
Spin multiplicity   1
Max |F|   0.054 hartree/bohr
Frontier orbital gap   9.102 eV

---

Density functional theory data (ωB97M-V with the def2-TZVPD basis set) for a 2-piece molecular cluster, C3H8NO5P overall in a non-equilibrium geometry.

```
18
Properties=species:S:1:pos:R:3:forces:R:3
C -0.82256 1.09473 -1.96196 -3.71 0.95 -0.25
C 2.25682 1.28163 2.00386 1.14 -1.11 -7.09
C -1.39947 -1.53731 0.19808 1.93 -5.35 -2.00
N 1.29466 0.52942 1.41603 1.01 1.29 2.42
O 1.16222 0.24247 0.12991 0.15 -0.20 -0.43
O 0.37546 0.12667 2.21606 -0.63 -0.60 -0.61
O 0.63396 -2.38902 -1.82043 -0.27 0.08 1.41
O -1.73821 -0.46127 0.80000 -1.91 2.12 1.00
O -0.34382 -0.20969 -2.13663 -0.14 0.45 -0.75
P -0.09068 -1.31839 -1.13247 1.05 -0.17 -0.16
H -1.44667 1.23950 -0.99228 1.02 -0.37 -1.89
H -1.40227 1.36989 -2.92999 0.56 -0.66 1.85
H -0.01350 1.73190 -1.96900 1.85 1.39 0.38
H 3.19301 1.63162 1.40656 -2.22 -0.83 0.79
H 2.31000 1.34846 2.99922 -0.55 0.11 3.48
H -0.73747 -2.35931 0.69777 -1.34 1.21 0.34
H -2.24070 -2.12827 -0.28313 0.85 0.85 0.25
H -0.99079 -0.19303 1.35840 1.20 0.81 1.26
```
Positions in Å, forces in eV/Å.

HOMO level   -0.3145 hartree
Electronic energy   -24252.0693 eV
Spin multiplicity   1
Max |F|   0.141 hartree/bohr
Frontier orbital gap   8.034 eV